Density functional theory data (ωB97M-V/def2-TZVPD) for C4H7NS2 in the gas phase in a non-equilibrium geometry.

Geometry (Å):
C 0.7104 0.3122 -0.0423
C -0.4648 1.2424 -0.0659
C -1.6852 0.1730 -0.1380
C -0.9168 -1.1977 -0.0508
N 0.5403 -0.9417 -0.0557
S 3.3577 -0.7819 -0.2455
S 2.2608 1.0446 -0.0655
H -0.5733 1.7449 0.8755
H -0.4156 1.9296 -0.8552
H -2.2884 0.2239 0.7713
H -2.5300 0.2043 -0.8658
H -1.2124 -1.5899 0.9567
H -1.0648 -2.0185 -0.7681
H 4.2820 -0.3450 0.5494

Cartesian forces (eV/Å) of the 2 atoms listed first:
-0.1 0.1 -0.7
-2.2 -2.6 0.5

- Frontier orbital gap (alpha / beta): 6.46 / 6.80 eV
- ⟨S²⟩: 2.013
- LUMO energy (alpha / beta): 0.86 / -2.43 eV
- Spin multiplicity: 3

Density functional theory data (ωB97M-V/def2-TZVPD) for a molecular structure, C4H7NS3 in a non-equilibrium geometry.

Geometry (Å):
C 0.0390 2.2753 -0.7861
C -0.2143 1.2559 0.4277
C 1.9550 -0.1823 -0.5359
C -1.1674 0.2918 -0.1446
H 0.4495 3.3846 -0.5654
H 0.7709 1.9036 -1.6646
H -1.1107 2.4842 -1.2261
H -0.5387 1.7065 1.4607
H 1.7735 0.3166 -1.5713
H -1.0263 0.0512 -1.3064
H -3.8682 -1.6397 1.5308
N -2.1904 0.0019 0.5217
S 1.2334 0.3659 0.9495
S 3.1905 -1.2460 -0.2682
S -3.4733 -0.9990 -0.3111

Cartesian forces (eV/Å) of the 2 atoms listed first:
-1.1 2.5 -1.2
0.9 2.1 -0.1

- Frontier orbital gap: 7.63 eV
- LUMO energy: -1.17 eV

Density functional theory data (ωB97M-V/def2-TZVPD) for C4H7NS3 in the gas phase in a non-equilibrium geometry.

Geometry (Å):
C -0.1059 -1.0299 1.8269
C 0.3684 0.3147 1.2119
C -0.6518 1.0092 0.2988
N -0.4259 0.9593 -0.9852
S -1.4697 1.5802 -2.1079
C 0.6307 0.1976 -1.4205
S -0.0397 -1.3668 -2.0660
S 1.8108 -0.0351 0.0597
H 0.6205 -1.2528 2.6056
H -0.1048 -1.7823 1.0519
H -0.9795 -0.8180 2.3409
H 0.6543 1.1035 2.0475
H -1.4218 1.6366 0.6465
H 1.2968 0.6856 -2.1097
H -0.1825 -1.2018 -3.4005

Cartesian forces (eV/Å) of the 2 atoms listed first:
2.3 1.5 -0.4
0.4 1.2 0.3

- Frontier orbital gap (alpha / beta): 7.60 / 7.60 eV
- LUMO energy (alpha / beta): -0.36 / -0.36 eV

Density functional theory data (ωB97M-V/def2-TZVPD) for a molecular structure, C4H7NiO3 in a non-equilibrium geometry.

Geometry (Å):
H -2.3113 2.3227 -0.5440
O -0.1343 -0.2839 0.6496
C -0.9126 0.8485 0.8287
O -1.8862 0.5130 1.6079
Ni -2.3837 -1.0586 0.5899
O -0.4900 2.0815 0.4562
C -1.4560 1.6373 -0.5454
H -0.9603 1.4861 -1.5112
C 1.0307 -0.2888 -0.1783
H 0.7804 -0.0459 -1.2206
H 1.7076 0.4992 0.1781
C 1.6423 -1.6664 -0.0918
H 1.7590 -1.9833 0.9527
H 0.9944 -2.4065 -0.5805
H 2.6200 -1.6548 -0.5913

Cartesian forces (eV/Å) of the 2 atoms listed first:
0.1 -0.6 0.1
0.7 -0.3 0.0

- Frontier orbital gap (alpha / beta): 8.32 / 7.02 eV
- ⟨S²⟩: 3.755
- LUMO energy (alpha / beta): 0.73 / -1.54 eV
- Spin multiplicity: 4

Density functional theory data (ωB97M-V/def2-TZVPD) for a gas-phase ion, C4H7O2 (charge -1) in a non-equilibrium geometry.

Geometry (Å):
O 0.1783 -1.4963 1.4794
C -1.0057 -0.9213 1.2695
C -1.2632 0.1604 0.3604
C -0.3172 0.8632 -0.6201
C 1.2851 0.4991 -0.4901
O 1.5161 -0.7456 -1.0801
H -1.8365 -1.4390 1.6693
H -2.2786 0.4418 0.4403
H -0.6195 0.5289 -1.6429
H -0.4667 1.9243 -0.5576
H 2.0985 1.1386 -0.9522
H 1.5542 0.4758 0.5379
H 1.1553 -1.4299 -0.4136

Cartesian forces (eV/Å) of the 2 atoms listed first:
-1.9 0.8 -0.4
3.9 1.4 -3.1

- Frontier orbital gap: 6.62 eV
- LUMO energy: 4.42 eV
- Total charge: -1

Density functional theory data (ωB97M-V/def2-TZVPD) for a gas-phase ion, C4H7O2 (charge -1) in a non-equilibrium geometry.

Geometry (Å):
C -1.7102 0.0307 0.4450
C -0.2002 0.4182 0.5648
C 0.6039 -0.6359 -0.2738
C 1.8580 0.1956 -0.6459
O 2.9541 -0.2050 -0.2610
O 1.7443 1.0747 -1.5385
H -1.9095 0.0479 -0.6550
H -1.9219 -1.0079 0.7617
H -2.5430 0.6718 0.7612
H 0.0178 1.3887 0.0692
H 0.1863 0.3923 1.6625
H 0.8660 -1.5404 0.3079
H 0.0543 -0.8307 -1.1982

Cartesian forces (eV/Å) of the 2 atoms listed first:
-0.2 0.0 -1.5
-0.6 -1.1 1.0

- Frontier orbital gap: 7.52 eV
- LUMO energy: 4.00 eV
- Total charge: -1

Density functional theory data (ωB97M-V/def2-TZVPD) for 2 unconnected molecules or ions with the total composition C4H7O2 in a non-equilibrium geometry.

Geometry (Å):
C 0.9136 -1.2231 0.1342
C -0.0355 0.0425 -0.0089
C -1.5273 -0.2581 0.0580
C -2.1410 0.9226 -0.0978
O -0.0834 1.3267 -0.1730
O 3.4896 0.8250 -0.1667
H 0.3045 -2.1423 0.3958
H 1.4406 -1.4533 -0.7981
H 1.6658 -1.0914 0.9121
H -1.8878 -1.2905 0.2153
H -3.1921 1.0450 -0.0858
H -1.5288 1.8491 -0.2628
H 2.5820 1.4478 -0.1222

Cartesian forces (eV/Å) of the 2 atoms listed first:
-0.6 0.8 0.0
-3.3 3.0 -0.4

- Frontier orbital gap (alpha / beta): 9.32 / 7.77 eV
- ⟨S²⟩: 0.754
- LUMO energy (alpha / beta): -0.16 / -1.72 eV
- Spin multiplicity: 2

Density functional theory data (ωB97M-V/def2-TZVPD) for a gas-phase ion, C4H7O2 (charge +1) in a non-equilibrium geometry.

Geometry (Å):
C -0.2647 0.0257 -1.6755
C 2.0028 1.1059 0.7117
C 0.2712 0.1511 -0.4591
C -1.4588 -0.9027 0.7378
O -0.1897 -0.2552 0.7408
O 1.4243 0.9792 -0.3832
H 0.4613 0.2593 -2.5868
H -1.2411 -0.4704 -1.7697
H 2.7741 1.8440 0.6002
H 1.9064 0.5767 1.7659
H -1.8999 -0.9009 1.7408
H -1.5002 -1.9400 0.4813
H -2.2857 -0.4727 0.0958

Cartesian forces (eV/Å) of the 2 atoms listed first:
2.0 -0.1 -1.3
1.3 0.1 1.9

- Frontier orbital gap (alpha / beta): 7.96 / 7.96 eV
- LUMO energy (alpha / beta): -6.43 / -6.43 eV
- Total charge: +1

Density functional theory data (ωB97M-V/def2-TZVPD) for a gas-phase ion, C4H7O2 (charge +1) in a non-equilibrium geometry.

Geometry (Å):
O -1.0707 -2.1537 -1.0167
C -0.7698 -0.9882 -0.3038
C 0.5846 -0.5268 -0.6780
C 1.2583 0.5696 -0.2165
C 0.7516 1.4684 0.7363
H -1.9513 -2.4580 -0.7802
H -0.8037 -1.1437 0.7920
H -1.4912 -0.1721 -0.5066
H 2.1178 0.9120 -0.7981
H 1.1197 -1.1765 -1.3773
H 1.3139 2.3698 1.0026
O -0.4117 1.3111 1.2458
H -0.6476 1.9879 1.9005

Cartesian forces (eV/Å) of the 2 atoms listed first:
0.2 0.2 0.0
-0.1 -0.1 0.2

- Frontier orbital gap: 8.48 eV
- LUMO energy: -6.33 eV
- Total charge: +1

Density functional theory data (ωB97M-V/def2-TZVPD) for 2 unconnected molecules or ions with the total composition C4H7O2P in a non-equilibrium geometry.

Geometry (Å):
C 0.8075 0.1675 1.2793
C 1.5651 -0.2230 0.2560
C -0.6037 0.3059 1.1524
C -0.9503 0.1907 -0.3321
O 0.8160 0.0823 -2.4342
O -1.4495 1.2478 -0.9206
P 0.4919 -0.5321 -1.1340
H 1.2353 0.3174 2.2292
H 2.6916 -0.3181 0.1375
H -0.9795 -0.4489 1.8297
H -0.9037 1.2996 1.5131
H -1.9875 -1.3416 -0.4710
H -0.9043 1.2118 -1.7979
H 0.1711 -1.9596 -1.3072

Cartesian forces (eV/Å) of the 2 atoms listed first:
3.0 -0.4 -0.6
1.3 -0.5 -0.9

- Frontier orbital gap: 9.35 eV
- LUMO energy: 0.21 eV

Density functional theory data (ωB97M-V/def2-TZVPD) for a molecular structure, C4H7O2Pb in a non-equilibrium geometry.

Geometry (Å):
O -1.3757 0.5343 -0.6713
C -0.3780 1.3139 -0.3852
C 0.9231 1.1310 -0.7797
H 1.7149 1.6219 -0.2117
H -0.5460 1.9728 0.4867
H 1.1214 0.7794 -1.7961
Pb -2.1918 -1.2504 -0.0928
C 0.7663 -2.3867 -1.2619
C 0.7481 -1.7928 -0.0283
O 0.8538 -1.7861 -2.4670
H 0.5967 -3.4642 -1.3637
H 0.9307 -2.5052 0.7829
H 0.6649 -0.8983 0.5889
H 1.7106 -1.9535 -2.9035

Cartesian forces (eV/Å) of the 2 atoms listed first:
-1.0 0.9 -1.7
2.9 -0.3 1.9

- Frontier orbital gap (alpha / beta): 5.93 / 7.38 eV
- ⟨S²⟩: 0.753
- LUMO energy (alpha / beta): -0.25 / -0.35 eV
- Spin multiplicity: 2

Density functional theory data (ωB97M-V/def2-TZVPD) for 2 unconnected molecules or ions with the total composition C4H7O2S in a non-equilibrium geometry.

Geometry (Å):
C -2.2332 -0.5765 0.0563
C 0.7168 -0.6001 1.2527
C 0.8163 0.0254 -1.3516
C 0.2619 0.2607 0.0158
O -2.6798 0.1378 -0.7556
O -2.1876 -1.3615 0.9602
S 0.4712 1.9588 0.5259
H 1.8109 -0.6960 1.0209
H 0.2093 -1.5485 1.3012
H 0.5789 0.0077 2.2179
H 1.9744 0.3236 -1.4353
H 0.3083 0.5925 -2.1842
H 0.8098 -0.9743 -1.7924
H -0.8569 2.4505 0.1683

Cartesian forces (eV/Å) of the 2 atoms listed first:
1.3 -0.3 1.9
1.1 2.0 -1.2

- Frontier orbital gap: 5.52 eV
- LUMO energy: 3.68 eV
- Total charge: -1

Density functional theory data (ωB97M-V/def2-TZVPD) for a gas-phase ion, C4H7O2Si (charge -1) in a non-equilibrium geometry.

Geometry (Å):
C -1.0960 1.3359 -0.3380
C 0.8057 -0.0576 -0.5368
C -2.0497 0.4269 0.0253
C 1.7685 0.5182 0.4838
O -1.7289 -0.8768 0.3842
O -3.2603 0.7293 0.1693
Si -0.2587 -1.5535 0.0372
H -1.1010 1.9640 -1.1891
H 2.6535 -0.0682 0.6242
H 1.3455 0.6752 1.4966
H 1.9607 1.5660 0.3674
H 1.1732 0.0214 -1.5546
H -0.3776 -2.5378 -1.2012
H 0.1652 -2.1431 1.2317

Cartesian forces (eV/Å) of the 2 atoms listed first:
3.9 -2.0 0.3
-2.5 0.6 1.3

- Frontier orbital gap (alpha / beta): 6.87 / 6.87 eV
- LUMO energy (alpha / beta): 3.79 / 3.79 eV
- Total charge: -1

Density functional theory data (ωB97M-V/def2-TZVPD) for a gas-phase ion, C4H7O3 (charge -1) in a non-equilibrium geometry.

Geometry (Å):
O -0.1399 1.6504 2.6063
C 0.7866 1.1182 1.9273
O 1.9848 1.4467 1.8729
C 0.2988 -0.0893 1.0715
C -0.0370 0.4104 -0.3376
C -0.4496 -0.8264 -1.1629
O -0.5330 -0.5174 -2.5841
H 1.1003 -0.8384 1.0902
H -0.5724 -0.5563 1.5258
H -0.7904 1.1899 -0.2785
H 0.8526 0.7646 -0.8619
H 0.2143 -1.6816 -1.0697
H -1.4588 -1.0765 -0.8336
H -1.2563 -0.9943 -2.9657

Cartesian forces (eV/Å) of the 2 atoms listed first:
0.4 -0.1 -0.3
-1.2 0.2 0.9

- Frontier orbital gap: 7.06 eV
- LUMO energy: 3.28 eV
- Total charge: -1

Density functional theory data (ωB97M-V/def2-TZVPD) for 2 unconnected molecules or ions with the total composition C4H7O3S in a non-equilibrium geometry.

Geometry (Å):
C 1.8297 -0.3176 -0.5657
C -0.5691 0.6860 1.4007
C 1.2202 0.0571 -1.7581
C -1.0757 -0.5864 0.6848
O 1.8798 -1.6868 -0.4294
O 2.2608 0.4748 0.3142
O 0.4463 -0.8105 -2.5465
S -2.0254 -0.7696 -0.6078
H -1.1673 1.5854 1.0873
H 0.3933 0.9436 0.9643
H -0.5864 0.5739 2.5424
H 1.1304 0.9682 -2.1672
H -0.9716 -1.4828 1.2080
H -0.5332 -0.4738 -2.3334
H 1.2816 -2.1337 -1.0357

Cartesian forces (eV/Å) of the 2 atoms listed first:
-1.3 1.3 -1.6
-1.6 -0.1 -0.4

- Frontier orbital gap (alpha / beta): 5.46 / 5.46 eV
- LUMO energy (alpha / beta): 3.20 / 3.20 eV
- Total charge: -1

Density functional theory data (ωB97M-V/def2-TZVPD) for a molecular structure, C4H7O3Tl in a non-equilibrium geometry.

Geometry (Å):
C -0.6669 0.2455 -0.5779
O -1.4282 -0.5902 -1.0347
Tl -3.6740 0.4166 -0.9302
O -1.1699 1.3832 -0.1479
C -0.3418 2.4250 0.3987
H -1.0255 3.2374 0.6549
H 0.1641 2.0551 1.2960
H 0.3856 2.7498 -0.3520
O 0.6789 0.0780 -0.3580
C 1.3190 -1.1357 -0.4778
C 0.9262 -2.2467 0.4160
H 2.3376 -1.0062 -0.8468
H 1.0053 -1.9454 1.4758
H 1.5984 -3.0966 0.2471
H -0.1091 -2.5698 0.2366

Cartesian forces (eV/Å) of the 2 atoms listed first:
1.9 -1.4 0.8
0.5 0.0 -0.2

- Frontier orbital gap (alpha / beta): 7.18 / 10.88 eV
- ⟨S²⟩: 0.753
- LUMO energy (alpha / beta): -4.33 / -4.34 eV
- Total charge: +1
- Spin multiplicity: 2

Density functional theory data (ωB97M-V/def2-TZVPD) for 2 unconnected molecules or ions with the total composition C4H7O4 in a non-equilibrium geometry.

Geometry (Å):
O -2.1012 0.7294 1.5534
C -1.4067 0.6219 0.4858
O -0.9349 1.6928 -0.0317
C -1.1791 -0.7367 -0.3050
C 0.3890 -0.9492 -0.3769
C 0.9385 -2.1627 0.2687
O 2.0241 -2.5462 -0.0377
H -1.7148 -0.5836 -1.1709
H -1.6665 -1.5748 0.2773
H 0.7719 -0.8003 -1.3941
H 0.7923 0.0118 0.1185
H 0.2669 -2.5945 1.0454
H 1.6108 2.9869 -0.3673
H 1.0269 2.0681 -1.2591
O 1.8198 2.6048 -1.1946

Cartesian forces (eV/Å) of the 2 atoms listed first:
0.9 -2.0 -1.5
-1.5 2.6 1.5

- Frontier orbital gap: 7.94 eV
- LUMO energy: 3.71 eV
- Total charge: -1

The relative energy (zero: lowest compared OMol25 entry of this formula, charge and spin) results, record by record, are as follows: 0.00, 521.87, 187.63, 0.00, 236.43, 69.28, 489.55, 264.24, 66.70, 368.25, 161.27, 212.00, 222.98, 71.51, 272.61, 0.00, 132.44 kJ/mol.